Entry 1:
45
Properties=species:S:1:pos:R:3 method="wB97M-V/def2-TZVPD" homo_ev="-5.97 / -8.73" gap_ev="6.173 / 6.392" s2=6.08 spin_multiplicity=5
O 4.460 -2.808 -2.343
C 3.909 -1.844 -2.692
Fe 3.572 -0.209 -3.219
C 4.764 0.417 -2.104
O 5.545 0.603 -1.260
C 4.671 -0.211 -4.567
O 5.657 -0.404 -5.162
C 0.695 0.306 -0.748
C 0.221 -0.389 -2.084
C 1.180 -0.300 -3.252
C 1.858 0.914 -3.488
C 2.321 1.589 -2.283
C 1.803 1.284 -1.036
H 1.169 -0.547 -0.204
H 0.024 -1.459 -1.868
H -0.761 0.030 -2.369
H 0.931 -0.987 -4.074
H 1.963 1.372 -4.482
H 2.973 2.470 -2.399
H 2.196 1.819 -0.154
C -4.716 2.204 0.478
C -3.935 1.071 -0.122
O -2.608 1.234 0.470
C -1.706 0.341 0.036
C -0.313 0.884 0.149
S 0.266 0.765 2.121
C -0.431 -0.599 3.037
C -1.083 -1.671 2.425
C -1.549 -2.727 3.209
C -1.358 -2.717 4.595
C -0.691 -1.642 5.200
C -0.227 -0.585 4.423
O -0.278 1.989 2.769
O -2.026 -0.744 -0.430
H -5.698 2.271 0.020
H -4.822 2.022 1.549
H -4.192 3.154 0.349
H -4.317 0.087 0.162
H -3.870 1.146 -1.215
H -0.369 1.980 0.126
H -1.223 -1.674 1.347
H -2.061 -3.565 2.740
H -1.717 -3.535 5.215
H -0.524 -1.599 6.272
H 0.298 0.262 4.864


Entry 2:
4
Properties=species:S:1:pos:R:3 method="wB97M-V/def2-TZVPD" e_above_lowest_kj_mol=43.94 homo_ev=-11.12 gap_ev=10.691
C -0.890 -0.337 0.024
S -2.279 0.191 -0.020
Cl 2.083 0.396 0.005
H 1.086 -0.250 -0.010


Entry 3:
326
Properties=species:S:1:pos:R:3 method="wB97M-V/def2-TZVPD" e_above_lowest_kj_mol=0.00 smiles="CC1(C)CCCC(C)(C)N1O.CC1(C)CCCC(C)(C)N1O.CC1(C)CCCC(C)(C)N1O.CC1(C)CCCC(C)(C)N1O.CC1(C)CCCC(C)(C)N1O.CC1(C)CCCC(C)(C)N1O.CC1(C)CCCC(C)(C)N1O.CC1(C)CCCC(C)(C)N1O.CC1(C)CCCC(C)(C)N1O.CC1(C)CCCC(C)(C)N1O.C[C@H]1COC(=O)O1.C[C@H]1COC(=O)O1" homo_ev=-7.98 gap_ev=8.258
C -18.147 5.501 34.286
C -16.774 4.725 34.593
C -17.046 3.190 34.567
C -15.664 4.999 33.439
C -15.051 6.442 33.545
C -14.494 6.696 35.034
C -15.571 6.424 36.148
C -14.747 6.332 37.459
C -16.416 7.706 36.232
N -16.240 5.140 35.899
O -16.971 4.870 36.960
H -18.163 6.589 34.359
H -18.476 5.377 33.254
H -18.880 5.117 34.995
H -17.192 2.790 33.564
H -16.242 2.661 35.078
H -17.915 2.871 35.142
H -14.926 4.198 33.403
H -16.207 5.064 32.497
H -14.233 6.597 32.842
H -15.847 7.176 33.419
H -14.060 7.685 35.182
H -13.594 6.101 35.188
H -15.407 6.442 38.319
H -14.093 7.201 37.529
H -14.208 5.400 37.633
H -16.823 8.094 35.299
H -15.784 8.476 36.674
H -17.256 7.498 36.895
H -16.542 4.100 37.340
C -11.708 5.926 21.576
C -12.245 4.850 22.543
C -11.040 4.007 23.064
C -12.810 5.621 23.772
C -13.637 4.918 24.856
C -14.732 4.077 24.150
C -14.171 3.223 22.892
C -13.471 1.998 23.486
C -15.392 2.722 22.103
N -13.310 4.038 21.962
O -12.888 3.189 20.908
H -12.515 6.558 21.204
H -11.010 6.573 22.106
H -11.224 5.530 20.683
H -11.113 3.845 24.140
H -11.019 2.991 22.670
H -10.074 4.470 22.862
H -11.963 6.082 24.280
H -13.266 6.554 23.440
H -12.919 4.344 25.442
H -14.059 5.743 25.429
H -15.516 4.746 23.796
H -15.184 3.454 24.922
H -12.912 2.496 24.278
H -12.813 1.560 22.735
H -14.133 1.239 23.903
H -16.051 2.080 22.687
H -15.035 2.110 21.274
H -15.939 3.571 21.694
H -13.243 3.704 20.180
C -20.408 0.661 27.563
C -18.988 1.332 27.710
C -18.311 1.492 26.321
C -19.092 2.860 28.202
C -19.456 2.957 29.657
C -18.578 2.073 30.519
C -18.396 0.574 30.083
C -17.157 0.014 30.856
C -19.693 -0.193 30.457
N -18.107 0.568 28.638
O -17.639 -0.659 28.161
H -20.323 -0.405 27.353
H -21.067 0.923 28.391
H -20.774 1.039 26.608
H -18.962 2.023 25.626
H -17.341 1.983 26.395
H -18.243 0.442 26.038
H -18.115 3.337 28.116
H -19.810 3.463 27.646
H -19.285 4.015 29.855
H -20.519 2.760 29.800
H -19.078 2.046 31.487
H -17.603 2.557 30.572
H -16.910 -1.026 30.639
H -17.328 0.032 31.932
H -16.253 0.557 30.580
H -20.507 0.526 30.557
H -19.644 -0.718 31.411
H -19.981 -0.880 29.662
H -18.475 -1.130 28.156
C -11.994 9.580 31.723
C -11.103 9.392 32.988
C -11.532 10.349 34.027
C -11.272 7.919 33.512
C -10.603 6.802 32.670
C -9.148 7.110 32.508
C -8.722 8.606 32.014
C -7.266 8.769 32.409
C -8.791 8.697 30.515
N -9.654 9.588 32.653
O -9.229 10.882 32.490
H -11.625 10.394 31.098
H -12.085 8.640 31.179
H -12.969 9.938 32.055
H -11.104 11.349 33.948
H -12.602 10.383 34.231
H -11.083 9.866 34.894
H -10.889 7.797 34.525
H -12.325 7.644 33.455
H -10.706 5.795 33.076
H -10.977 6.751 31.648
H -8.792 6.359 31.803
H -8.566 6.780 33.369
H -7.098 8.606 33.473
H -6.802 9.675 32.020
H -6.730 7.935 31.954
H -9.818 8.596 30.165
H -8.252 7.903 29.998
H -8.345 9.627 30.162
H -8.684 10.928 33.279
C -8.375 2.251 33.088
C -7.111 1.500 32.662
C -6.780 0.551 33.834
C -7.361 0.583 31.429
C -7.356 1.332 30.073
C -6.083 2.141 29.907
C -5.770 3.088 31.114
C -4.280 3.381 30.857
C -6.601 4.349 31.058
N -5.912 2.310 32.367
O -5.300 2.974 33.434
H -9.259 1.643 33.277
H -8.119 2.904 33.923
H -8.771 2.825 32.250
H -6.293 1.165 34.592
H -7.687 0.173 34.307
H -6.049 -0.242 33.677
H -6.621 -0.216 31.477
H -8.358 0.150 31.503
H -7.454 0.687 29.199
H -8.266 1.928 30.009
H -6.164 2.636 28.939
H -5.398 1.294 29.873
H -3.706 2.455 30.842
H -3.916 4.045 31.641
H -4.156 3.901 29.907
H -6.663 4.877 32.010
H -7.643 4.066 30.909
H -6.191 4.994 30.281
H -4.704 2.262 33.678
C -7.601 9.578 23.927
C -7.838 8.732 25.216
C -7.110 7.375 25.133
C -7.336 9.461 26.540
C -8.045 10.746 26.888
C -9.544 10.480 26.854
C -10.195 9.593 25.774
C -11.561 9.107 26.250
C -10.588 10.567 24.565
N -9.298 8.461 25.363
O -9.810 7.535 24.544
H -7.454 10.654 24.015
H -6.730 9.278 23.345
H -8.392 9.404 23.198
H -7.597 6.683 24.447
H -6.083 7.390 24.769
H -7.149 6.886 26.107
H -7.519 8.694 27.292
H -6.260 9.513 26.704
H -7.706 11.096 27.863
H -7.801 11.600 26.257
H -9.991 11.474 26.842
H -9.646 10.096 27.869
H -11.481 8.466 27.128
H -12.039 8.415 25.556
H -12.278 9.899 26.467
H -11.276 10.108 23.854
H -9.770 11.016 24.003
H -11.253 11.332 24.966
H -9.830 6.768 25.120
C -13.060 0.216 33.200
C -12.323 0.955 34.388
C -11.013 0.302 34.622
C -12.109 2.450 33.955
C -11.921 3.497 35.019
C -12.955 3.278 36.094
C -13.027 1.853 36.640
C -11.792 1.598 37.506
C -14.362 1.893 37.534
N -13.195 0.872 35.578
O -13.532 -0.486 35.927
H -13.290 -0.831 33.395
H -14.027 0.632 32.915
H -12.433 0.209 32.308
H -10.522 -0.164 33.768
H -10.293 0.920 35.159
H -11.069 -0.526 35.328
H -11.224 2.455 33.319
H -12.947 2.765 33.333
H -10.909 3.544 35.422
H -12.091 4.507 34.647
H -13.931 3.626 35.756
H -12.661 3.995 36.860
H -11.677 2.362 38.275
H -10.811 1.622 37.031
H -11.889 0.611 37.957
H -14.393 1.117 38.299
H -15.166 1.720 36.818
H -14.449 2.808 38.120
H -14.314 -0.658 35.399
C -12.290 -5.326 30.437
C -12.452 -3.934 29.789
C -13.887 -3.696 29.339
C -12.147 -2.763 30.823
C -10.652 -2.482 31.135
C -9.884 -2.243 29.821
C -10.079 -3.307 28.784
C -9.443 -2.775 27.440
C -9.189 -4.516 29.240
N -11.513 -3.679 28.625
O -11.781 -4.589 27.609
H -11.290 -5.752 30.519
H -12.683 -5.259 31.451
H -12.787 -6.095 29.846
H -14.039 -4.301 28.445
H -14.575 -3.911 30.157
H -13.948 -2.679 28.951
H -12.527 -1.798 30.488
H -12.608 -2.980 31.786
H -10.788 -1.607 31.771
H -10.262 -3.292 31.752
H -8.873 -2.216 30.227
H -10.102 -1.229 29.484
H -8.539 -2.285 27.800
H -10.074 -2.017 26.975
H -9.414 -3.597 26.725
H -9.371 -5.419 28.658
H -9.220 -4.637 30.323
H -8.113 -4.381 29.133
H -11.941 -3.972 26.892
C -18.901 7.996 28.975
C -17.430 7.430 29.187
C -17.492 6.427 30.367
C -17.188 6.552 27.916
C -16.870 7.424 26.692
C -15.753 8.445 27.024
C -15.946 9.343 28.278
C -14.561 9.811 28.789
C -16.811 10.531 27.951
N -16.453 8.440 29.374
O -16.582 9.003 30.605
H -19.135 8.618 28.111
H -19.572 7.138 28.941
H -19.291 8.475 29.873
H -18.215 6.660 31.149
H -17.726 5.428 30.001
H -16.500 6.340 30.812
H -16.331 5.907 28.108
H -18.076 6.020 27.574
H -16.642 6.826 25.810
H -17.713 7.982 26.286
H -15.733 9.026 26.103
H -14.884 7.797 27.145
H -14.582 10.485 29.645
H -13.970 10.390 28.080
H -13.982 8.956 29.138
H -16.733 10.963 26.953
H -16.658 11.297 28.711
H -17.868 10.264 27.966
H -15.744 8.744 30.995
C -11.333 5.380 27.599
C -11.976 4.543 28.751
C -10.910 4.376 29.827
C -13.225 5.382 29.261
C -14.126 4.635 30.283
C -14.575 3.316 29.690
C -13.411 2.417 29.066
C -12.657 1.720 30.289
C -14.029 1.274 28.168
N -12.511 3.255 28.226
O -11.605 2.530 27.539
H -12.058 5.964 27.033
H -10.632 6.148 27.927
H -10.857 4.792 26.814
H -11.345 4.130 30.795
H -10.375 3.442 29.656
H -10.240 5.236 29.859
H -12.844 6.217 29.848
H -13.764 5.757 28.391
H -13.592 4.437 31.212
H -15.056 5.131 30.561
H -15.401 3.542 29.015
H -15.157 2.662 30.340
H -11.764 1.235 29.896
H -13.265 0.888 30.645
H -12.307 2.361 31.098
H -13.456 0.348 28.145
H -14.098 1.694 27.165
H -15.023 0.942 28.469
H -12.006 2.623 26.672
C -8.291 3.260 26.692
C -8.351 2.331 25.498
C -7.789 0.967 25.783
O -8.890 0.069 25.601
C -10.019 0.765 25.341
O -11.194 0.348 25.233
O -9.755 2.047 25.295
H -8.863 4.174 26.527
H -7.299 3.707 26.761
H -8.449 2.808 27.671
H -7.923 2.769 24.596
H -7.298 0.776 26.737
H -7.086 0.631 25.020
C -15.792 -0.515 25.630
C -14.335 -0.971 25.391
C -13.795 -2.193 26.157
O -13.048 -2.829 25.241
C -13.429 -2.488 23.967
O -12.961 -3.019 22.935
O -14.245 -1.414 24.053
H -16.478 -1.360 25.567
H -16.073 0.239 24.895
H -15.961 -0.076 26.613
H -13.649 -0.149 25.593
H -14.485 -2.846 26.691
H -13.142 -1.880 26.971


Entry 4:
13
Properties=species:S:1:pos:R:3 method="wB97M-V/def2-TZVPD" e_above_lowest_kj_mol=476.97 homo_ev="-7.74 / -7.74" gap_ev="7.609 / 7.621"
C -1.700 -0.101 -1.712
O -1.641 -0.093 -0.280
C -0.462 -0.162 0.262
C 1.848 0.748 1.419
C 1.719 -0.612 1.330
N 1.278 -1.687 1.085
H -1.353 -1.067 -2.087
H -2.746 0.052 -1.972
H -1.087 0.709 -2.118
H -0.469 -0.150 1.334
H 0.406 -0.118 -0.375
H 1.686 1.228 2.380
H 2.521 1.254 0.734